Here is a 6-piece molecular cluster, C27H66N7O10P3 overall at a distorted geometry from the OMol25 dataset. Energies are from ωB97M-V/def2-TZVPD.

Output
* SMILES: [H]/N=C(\N)NCCCCP(N)(CC(N)(N)N)(P(O)O)P(=O)(O)O.C1CCOC1.C1CCOC1.C1CCOC1.C1CCOC1.C1CCOC1
* multiplicity: 1
* HOMO energy: -0.26400 Ha
* E_tot: -3228.13470 a.u.
* net charge: 0

Geometry as XYZ:
```
113
Properties=species:S:1:pos:R:3:forces:R:3
H 5.297505 -0.965467 -3.896101 -0.032 -0.068 0.040
N 5.256512 0.048039 -3.960445 -0.016 0.413 0.386
C 5.716874 0.570653 -2.897004 -0.093 -0.321 -0.630
N 6.263506 -0.176793 -1.774812 0.088 -0.053 -0.083
N 5.734012 1.973914 -2.735763 0.162 -0.145 0.653
C 4.460287 2.487705 -2.136827 -0.123 -0.619 -0.934
C 3.620656 3.136546 -3.222877 0.288 0.453 -0.027
C 2.397889 3.883407 -2.697920 0.263 -0.195 0.162
C 1.363058 3.088871 -1.873584 -0.009 0.491 -0.319
P 0.744632 1.481016 -2.515312 -0.550 -0.220 0.005
N 1.910046 0.350089 -3.002030 -0.504 -0.322 0.127
C -1.119970 1.273780 -2.420691 0.084 0.217 -0.118
C -1.738715 -0.123331 -2.710419 -0.935 0.104 -0.491
N -2.765989 0.090521 -3.784262 -0.036 -0.253 0.181
N -2.445905 -0.568294 -1.522976 0.825 0.047 -0.008
N -0.763623 -1.127474 -3.077861 0.442 0.164 0.390
P 0.640987 2.218032 -4.676725 1.018 0.316 -0.942
O -0.370934 3.513272 -4.503816 -0.482 -0.236 0.417
O -0.354127 1.017019 -5.278067 -0.223 -0.093 0.478
P 0.892024 0.691798 -0.322635 -0.396 0.125 0.581
O 0.161244 1.554974 0.643484 -0.110 0.080 0.057
O 2.449843 0.646225 0.177678 0.044 -0.332 -0.287
O 0.405962 -0.851432 -0.228771 0.497 0.035 -0.163
H 7.100336 -0.659904 -2.084495 0.147 0.096 -0.005
H 5.623222 -0.926977 -1.529767 -0.148 0.065 0.147
H 6.473116 2.152455 -2.066702 -0.047 0.096 0.030
H 4.692823 3.181571 -1.331633 0.026 0.062 0.056
H 3.906381 1.632852 -1.745359 -0.046 0.141 0.411
H 3.393720 2.397097 -3.988293 -0.111 -0.106 0.059
H 4.253431 3.879208 -3.716854 0.014 0.018 -0.043
H 2.785632 4.641604 -2.013273 -0.141 0.143 -0.004
H 1.940886 4.453383 -3.503553 -0.147 -0.121 -0.071
H 1.757241 2.978444 -0.867374 -0.087 -0.259 0.083
H 0.470250 3.711511 -1.777681 -0.098 -0.063 0.077
H 1.709704 -0.018446 -3.926770 0.279 0.199 -0.184
H 1.890350 -0.456729 -2.386310 0.156 -0.040 0.081
H -1.479470 1.600340 -1.444022 0.310 -0.020 0.175
H -1.552100 1.963604 -3.143247 0.153 0.074 -0.019
H -2.392642 -0.159736 -4.691878 0.152 0.282 -0.041
H -3.507565 -0.575979 -3.605162 -0.075 -0.049 -0.031
H -3.249912 0.021424 -1.363704 -0.143 -0.091 0.126
H -2.708968 -1.539372 -1.617143 -0.328 0.008 0.044
H -0.986652 -2.044359 -2.727451 -0.060 -0.118 -0.065
H -0.580830 -1.131995 -4.068212 -0.090 -0.068 -0.100
H -0.186791 4.141477 -5.201799 0.052 0.236 -0.129
H -0.759534 1.319057 -6.093344 0.015 -0.072 -0.297
H 2.445440 1.012533 1.069057 0.117 0.190 0.180
H 0.524701 -1.136401 0.684964 -0.147 -0.253 0.170
C -1.791355 -0.621423 3.227587 -0.082 0.101 0.052
C -2.826495 -1.528426 3.891030 0.060 -0.040 -0.062
C -4.126792 -1.015044 3.284996 0.096 0.068 -0.064
O -3.795611 -0.538160 1.976185 0.043 -0.026 0.033
C -2.370846 -0.457065 1.829132 -0.083 -0.106 0.017
H -0.782897 -1.036333 3.220748 0.001 -0.006 0.003
H -1.757357 0.343882 3.737097 0.033 0.005 -0.011
H -2.658161 -2.567987 3.594840 -0.012 -0.002 0.009
H -2.820948 -1.480369 4.979474 -0.004 0.008 0.007
H -4.530962 -0.178279 3.867664 0.005 -0.037 0.055
H -4.893297 -1.782233 3.212593 -0.013 0.083 -0.043
H -2.048012 -1.267337 1.167889 0.075 0.035 -0.029
H -2.105599 0.488100 1.359798 0.029 -0.015 -0.015
C -8.599995 -4.215547 3.861395 -0.007 0.049 0.118
C -9.202043 -2.817319 3.736288 0.013 -0.006 -0.095
C -8.054223 -1.940507 4.221686 0.006 -0.030 0.070
O -6.849826 -2.624337 3.867885 -0.190 -0.070 0.092
C -7.153824 -3.961195 3.462146 0.071 -0.021 -0.116
H -9.084590 -4.962809 3.235554 0.000 0.012 -0.026
H -8.651645 -4.553821 4.898654 0.008 -0.011 -0.003
H -9.425530 -2.599451 2.689733 -0.002 0.014 0.003
H -10.113465 -2.676437 4.315111 0.005 -0.008 0.022
H -8.079069 -1.818166 5.309935 -0.050 0.017 -0.003
H -8.050911 -0.951290 3.762796 0.054 0.002 -0.010
H -7.022867 -4.029776 2.376684 -0.020 -0.078 0.001
H -6.451078 -4.646056 3.938501 0.021 0.003 -0.015
C -2.407850 -5.680449 3.734778 -0.052 -0.016 0.101
C -2.265350 -7.172152 4.029472 0.037 -0.010 -0.086
C -3.710776 -7.644070 3.933512 -0.039 0.063 0.068
O -4.348203 -6.798417 2.973807 0.019 0.016 0.049
C -3.506141 -5.681267 2.680731 0.023 0.008 -0.095
H -1.489720 -5.209667 3.386606 0.009 -0.014 -0.017
H -2.743655 -5.151781 4.629881 -0.002 0.016 -0.011
H -1.659842 -7.650357 3.256437 -0.004 -0.010 0.003
H -1.814737 -7.388713 4.996730 -0.012 0.013 0.016
H -4.227540 -7.534803 4.893347 0.035 -0.034 0.023
H -3.799923 -8.681552 3.609887 -0.035 0.006 -0.032
H -3.091591 -5.813374 1.675339 0.029 0.057 0.005
H -4.103805 -4.768325 2.692263 -0.045 -0.022 -0.021
C 3.473334 9.386274 -3.354291 -0.053 -0.003 -0.083
C 2.159002 9.443563 -2.579348 0.052 -0.002 0.082
C 1.601321 8.046324 -2.815795 -0.004 -0.015 -0.084
O 2.729970 7.179457 -2.948539 0.006 0.057 -0.013
C 3.922199 7.954874 -3.092266 0.010 -0.002 0.094
H 4.206885 10.123400 -3.031965 0.000 0.000 0.023
H 3.286469 9.534460 -4.420098 0.012 -0.004 -0.002
H 2.357716 9.595719 -1.516310 -0.013 -0.004 0.002
H 1.483786 10.229054 -2.914651 -0.001 -0.001 -0.024
H 1.017368 8.003446 -3.741835 -0.033 0.039 0.017
H 0.974434 7.693394 -1.996229 0.017 -0.048 0.001
H 4.498399 7.884021 -2.163235 0.036 0.033 -0.020
H 4.522131 7.540341 -3.902904 -0.025 -0.048 -0.002
C 5.849805 -1.644184 2.799124 -0.056 -0.127 0.027
C 6.887106 -2.559734 2.153829 0.055 0.081 -0.045
C 6.044383 -3.306413 1.128578 -0.082 -0.043 0.045
O 5.010057 -2.407021 0.721102 0.064 0.020 -0.008
C 4.976642 -1.281076 1.606284 0.092 0.150 -0.066
H 6.278384 -0.770961 3.288046 0.015 0.013 -0.021
H 5.268833 -2.199173 3.539403 0.002 0.007 0.003
H 7.650573 -1.962381 1.650753 0.001 -0.004 -0.004
H 7.384696 -3.226366 2.856481 -0.018 -0.013 0.009
H 5.579785 -4.196007 1.567570 0.049 -0.020 0.008
H 6.616455 -3.613668 0.251891 -0.033 0.003 -0.030
H 5.374972 -0.412608 1.072229 -0.028 0.039 0.033
H 3.943282 -1.072152 1.881730 -0.039 -0.061 -0.063
```
Positions in Å, forces in eV/Å.